8
Properties=species:S:1:pos:R:3:forces:R:3:lowdin_charge:R:1 method="wB97M-V/def2-TZVPD" total_charge=-1 homo_energy_ev="-4.05 / -4.04" orbital_gap_ev="6.463 / 6.457"
C 0.203196 -0.662968 -0.108758 -2.377 1.864 0.733 -0.604
C -0.660452 1.756569 1.151335 0.248 -1.274 0.514 -1.213
C 1.488994 -1.160486 -0.212816 -0.791 -0.110 0.010 -0.757
O 2.390251 -1.795716 0.174901 2.337 -1.381 0.644 0.103
O 1.205728 -0.365408 -1.221688 0.207 0.590 -1.069 -0.039
I -1.468719 -1.902208 -0.724044 0.321 -0.166 -0.082 0.554
I -0.510368 3.079518 -0.429290 0.048 0.353 -0.728 0.516
I -2.648630 1.050700 1.370359 0.008 0.124 -0.022 0.439

47
Properties=species:S:1:pos:R:3:forces:R:3:lowdin_charge:R:1 method="wB97M-V/def2-TZVPD" s_squared=0.7549 multiplicity=2 total_charge=-1 homo_energy_ev="-4.15 / -4.11" orbital_gap_ev="7.032 / 6.522"
Pd 0.242398 0.485926 1.071894 -0.537 -0.378 -0.344 0.246
C -0.067547 6.017435 2.213432 -0.008 0.014 -0.014 -0.080
C 0.658958 4.989947 1.377010 -0.022 -0.046 0.009 -0.314
O 0.158408 3.691929 1.731173 0.061 0.156 0.017 -0.357
P 1.073926 2.399731 1.445998 0.497 -0.058 0.014 0.119
S -1.028467 -0.105148 2.787455 0.002 0.115 0.219 -0.081
S 1.658650 2.158963 -0.435895 -0.072 0.077 0.123 0.191
O 2.363956 2.631963 2.410067 -0.207 0.165 -0.012 -0.359
C 2.282600 2.130541 3.753830 0.030 -0.040 0.032 -0.309
C 1.462899 3.028721 4.658408 0.003 -0.004 0.018 -0.088
H 0.220617 7.024729 1.906200 0.006 -0.004 0.008 0.072
H 0.170190 5.893787 3.270619 -0.013 -0.012 -0.007 0.068
H -1.145236 5.910564 2.087612 0.003 0.005 0.000 0.078
H 1.736922 5.028367 1.552911 -0.002 0.015 0.007 0.108
H 0.481854 5.141470 0.310383 0.010 -0.004 -0.010 0.107
H 3.315379 2.072140 4.099186 0.000 0.003 -0.019 0.111
H 1.865950 1.120223 3.734446 -0.030 -0.019 -0.017 0.081
H 1.855251 4.048017 4.649296 -0.005 -0.006 -0.009 0.073
H 1.505574 2.649589 5.681679 -0.010 0.006 -0.002 0.074
H 0.418566 3.052322 4.346128 0.009 -0.011 -0.004 0.067
C 3.744288 -2.519458 1.343059 -0.005 -0.004 -0.011 -0.049
C 2.456371 -2.909698 0.663579 0.014 0.028 0.009 -0.363
C 2.292239 -4.180319 0.125039 0.005 -0.015 -0.001 -0.088
C 1.077646 -4.460217 -0.495512 -0.026 0.035 0.009 -0.108
C 0.096004 -3.499372 -0.558082 0.018 -0.035 -0.053 -0.058
C 0.334709 -2.216788 0.002269 -0.106 0.094 0.151 -0.456
N 1.523441 -1.966816 0.602824 0.043 -0.093 0.016 0.115
N -0.563494 -1.208361 0.013828 0.366 0.058 -0.310 -0.199
Si -1.813776 -0.979108 -1.145522 -0.057 -0.038 0.223 0.343
C -3.281498 -2.134315 -0.868271 -0.011 -0.015 -0.020 -0.187
C -2.482816 0.771103 -1.026010 -0.010 -0.032 -0.018 -0.188
C -1.188839 -1.242236 -2.902272 0.030 0.017 -0.020 -0.179
H 4.063974 -3.282306 2.055805 -0.001 -0.003 -0.007 0.068
H 3.605586 -1.573115 1.861656 -0.002 -0.002 0.005 0.066
H 4.543093 -2.395604 0.607790 0.000 0.008 0.002 0.072
H 3.079978 -4.919369 0.197251 -0.003 0.001 -0.001 0.090
H 0.895276 -5.441939 -0.920124 0.001 -0.001 -0.001 0.094
H -0.860304 -3.720620 -1.011735 -0.007 0.006 -0.004 0.074
H -3.609732 -2.046078 0.170600 -0.003 -0.002 -0.007 0.025
H -3.037075 -3.182687 -1.052969 -0.008 -0.001 0.003 0.007
H -4.123442 -1.868521 -1.515190 0.014 0.009 0.000 0.019
H -3.316895 0.828361 -0.323025 0.045 0.008 0.038 0.024
H -2.836438 1.106370 -2.005886 -0.036 -0.015 0.011 0.021
H -1.712041 1.465214 -0.688490 0.023 0.024 -0.021 -0.010
H -0.692966 -2.207580 -3.022509 -0.008 0.003 -0.001 0.013
H -0.465812 -0.462259 -3.155098 0.002 -0.009 0.001 0.027
H -2.013527 -1.187598 -3.619238 0.008 -0.001 0.000 0.020